1.
2 unconnected molecules or ions with the total composition C3H10O3 in a non-equilibrium geometry, computed with wB97M-V/def2-TZVPD.

Summary:
Energy above the lowest of the compared OMol25 structures with the same formula, charge and spin, kcal per mole: 41.3
Max |F|, eV Å⁻¹: 4.338
SMILES: OCCCO.O
E_tot, eV: -9413.74411

Each line ends with the Mulliken charge.
Geometry (Å):
H 2.537 -1.446 -0.463  0.303
H -0.343 0.944 1.883  0.182
H -1.665 -0.903 -2.267  0.305
H 1.870 0.674 0.397  0.336
H 0.781 -0.661 -1.611  0.428
H -1.536 1.408 2.706  0.314
H 0.792 -0.331 1.415  0.324
H -0.694 1.533 -0.735  0.255
O -1.660 0.105 -2.132  -0.546
H -0.234 -1.609 -0.573  0.227
C -1.024 0.459 -0.859  -0.200
O -0.877 1.768 2.078  -0.642
C 0.232 -0.427 -0.737  -0.513
O 2.160 -1.357 0.402  -0.533
C 1.268 -0.238 0.433  -0.496
H -1.608 0.082 0.062  0.255

Forces on the atoms, in the same order (eV/Å):
H 0.2 0.1 -0.7
H -0.8 1.6 0.3
H 0.2 2.3 0.8
H -0.4 0.2 -0.2
H 0.6 0.8 -1.4
H 0.4 0.5 -0.4
H 0.1 0.1 -0.2
H -1.2 -1.0 -0.8
O 0.2 -0.7 0.9
H 1.2 3.1 0.0
C 0.9 -1.9 0.6
O 0.4 -1.9 0.3
C -1.2 -3.5 2.3
O -0.3 0.1 0.9
C -0.5 -1.1 -0.9
H 0.2 1.3 -1.6

***

2.
3 unconnected molecules or ions with the total composition C3H10O3S in a non-equilibrium geometry, computed with wB97M-V/def2-TZVPD.

Summary:
Energy above the lowest of the compared OMol25 structures with the same formula, charge and spin, kcal per mole: 26.3
Max |F|, eV Å⁻¹: 3.313
SMILES: O=CCCS.O.O
E_tot, eV: -20249.62672

Each line ends with the Mulliken charge.
Geometry (Å):
H -2.210 -0.911 -2.154  0.338
H -2.717 2.785 1.893  0.316
H 0.144 -1.750 -0.339  0.269
C 0.322 -0.719 0.184  -0.426
H -1.269 2.734 2.382  0.333
H 1.941 1.090 -2.560  0.121
H 0.078 -1.675 2.217  0.382
S 0.777 0.717 -2.047  -0.237
H -0.538 0.050 0.168  0.282
O 1.486 -0.342 2.353  -0.494
H 2.083 0.737 0.158  0.344
O -2.076 2.111 2.179  -0.648
O -1.720 -1.725 -2.388  -0.643
C 1.504 -0.003 -0.545  -0.444
H 2.364 -0.697 -0.799  0.335
C 0.633 -0.915 1.678  -0.111
H -0.801 -1.487 -2.382  0.283

Forces on the atoms, in the same order (eV/Å):
H 0.5 -0.6 -0.2
H 0.0 -0.5 0.1
H -0.3 2.1 1.2
C 0.8 0.3 -0.1
H -2.1 -2.0 -0.5
H 0.2 0.2 -0.4
H -0.8 -0.4 -0.1
S 0.3 0.0 0.4
H 0.7 -1.6 -0.1
O -1.2 -0.4 -1.8
H -1.7 -0.9 -1.3
O 2.1 2.5 0.4
O -1.2 0.2 0.2
C 1.8 0.0 1.4
H -1.3 0.4 0.0
C 1.6 0.5 0.9
H 0.7 0.4 -0.1

***

Number 1: frontier orbital gap 0.4032 Eh. Number 2: frontier orbital gap 0.3657 Eh.